# 1
Here is one molecule with the formula CH2N2S from the Open Molecules 2025 dataset. Energies are from wB97M-V/def2-TZVPD.

The value obtained for the gap between HOMO and LUMO is 0.3693 hartree. The value obtained for the largest force on an atom is 12.1 eV/A. The calculation puts the HOMO energy at -9.80 eV.

```
6
Properties=species:S:1:pos:R:3:forces:R:3
C 0.635514 0.599449 -0.689406 9.8 2.2 -6.8
N 1.662115 0.835355 -1.390713 -7.5 -1.6 5.1
N -0.359677 0.279410 0.041484 -3.1 0.7 0.5
S -0.256518 -0.595918 1.450972 0.5 2.0 2.3
H -1.305883 0.541410 -0.235083 0.6 0.1 -0.1
H -0.375550 -1.659706 0.822747 -0.3 -3.4 -1.1
```
Forces are in eV/Å.

***

# 2
Here is CBiLiO2 as an isolated structure from the Open Molecules 2025 dataset. Energies are from wB97M-V/def2-TZVPD.

The value obtained for the gap between HOMO and LUMO is 0.3204 hartree. The value obtained for the largest force on an atom is 4.3 eV/A. The charge is +2. The calculation puts the HOMO energy at -21.48 eV.

```
5
Properties=species:S:1:pos:R:3:forces:R:3
O 1.051945 1.837728 1.938840 -1.3 -2.9 -2.6
C 0.731180 1.022848 1.196800 1.6 2.9 2.7
O -0.735211 -0.677499 -0.815673 -2.1 -0.3 -0.9
Bi -1.800368 -1.556277 -2.031953 -1.1 -0.4 -0.8
Li 0.752455 -0.626800 -0.288014 3.0 0.6 1.6
```
Forces are in eV/Å.

***

# 3
Here is C27H33N4O4PS3Zr as an isolated structure from the Open Molecules 2025 dataset. Energies are from wB97M-V/def2-TZVPD.

The value obtained for the gap between HOMO and LUMO is 0.2520 hartree. The value obtained for the largest force on an atom is 1.4 eV/A. The calculation puts the HOMO energy at -6.53 eV.

```
73
Properties=species:S:1:pos:R:3:forces:R:3
Zr -0.238685 0.354377 -0.141126 0.8 0.0 1.1
N 0.227499 0.397635 2.308635 -0.2 0.2 -0.2
C -0.951211 0.246053 3.164951 0.0 -0.1 0.1
C -2.223708 0.463074 2.368463 0.0 0.0 -0.1
O -3.316375 0.437445 2.923086 0.1 0.0 0.1
N -2.017491 0.627652 1.046917 -0.2 0.0 -0.1
C -3.198334 0.934601 0.263984 -0.2 -0.1 -0.2
C -2.883002 0.673208 -1.201144 0.2 -0.2 0.1
O -3.486364 1.196372 -2.113721 -0.1 -0.1 -0.1
O -1.853886 -0.144157 -1.364264 -0.2 0.3 -0.2
H 0.481349 1.383460 2.290571 0.1 0.0 0.0
H 1.047981 -0.103204 2.627174 0.0 -0.2 0.0
H -1.004511 -0.761151 3.579475 0.0 0.0 0.0
H -0.953692 0.936784 4.010050 0.0 0.0 0.0
H -4.052807 0.309496 0.539526 0.0 0.0 0.1
H -3.507438 1.975923 0.381070 0.0 0.0 0.0
N 0.622454 -3.379408 -0.044795 0.2 0.1 0.2
P -0.502706 -2.524200 0.913140 -0.6 0.3 -0.4
C -0.656866 -3.677672 2.316081 0.3 -0.1 -0.1
C -1.192946 -4.949859 2.097655 -0.1 0.1 0.1
C -1.301247 -5.848460 3.144504 0.0 0.0 0.0
C -0.884956 -5.485435 4.420414 0.0 0.0 0.0
C -0.343176 -4.230947 4.642305 0.0 0.0 0.0
C -0.220302 -3.333347 3.588494 0.1 0.0 0.1
C -2.093255 -2.857259 0.077495 0.1 -0.1 0.1
C -3.255179 -2.481091 0.747982 -0.1 0.0 0.0
C -4.489254 -2.645619 0.141838 0.0 0.0 0.0
C -4.570723 -3.178913 -1.139138 0.0 0.0 0.0
C -3.415403 -3.554181 -1.805958 0.0 0.0 0.0
C -2.176542 -3.392813 -1.199136 0.0 0.0 -0.1
C 1.192257 -2.818451 -1.162561 0.1 -0.2 -0.1
C 2.156453 -3.555959 -1.871067 -0.1 0.0 0.1
C 2.623808 -3.064950 -3.060580 0.0 0.0 -0.1
C 2.118724 -1.856069 -3.536091 0.0 0.0 0.0
C 1.213824 -1.180941 -2.757823 -0.1 0.1 0.1
N 0.757840 -1.622708 -1.565488 0.0 0.1 0.0
H 1.072291 -4.197468 0.332544 -0.1 -0.1 -0.1
H -1.551246 -5.222166 1.112483 0.0 0.0 0.0
H -1.724522 -6.828780 2.968736 0.0 0.0 0.0
H -0.984077 -6.184990 5.240158 0.0 0.0 0.0
H -0.011102 -3.944960 5.631434 0.0 0.0 0.0
H 0.236603 -2.368486 3.769573 0.0 0.0 0.0
H -3.211554 -2.043534 1.740623 0.0 0.0 0.0
H -5.386838 -2.346110 0.667582 0.0 0.0 0.0
H -5.534387 -3.296030 -1.617448 0.0 0.0 0.0
H -3.473682 -3.963499 -2.806269 0.0 0.0 0.0
H -1.280110 -3.674605 -1.737098 0.0 0.0 0.0
H 2.495160 -4.503346 -1.473657 0.0 0.0 0.0
H 3.364890 -3.618354 -3.622701 0.0 0.0 0.0
H 2.435047 -1.433959 -4.478190 0.0 0.0 0.0
H 0.824233 -0.223824 -3.064015 0.0 0.0 0.0
C 2.233821 4.401474 1.381436 0.0 0.1 0.0
C 1.824229 3.033278 0.872881 0.0 0.0 0.0
S 0.073767 2.888468 0.613155 0.0 -0.1 -0.1
C 2.716158 2.047089 0.686032 0.0 0.0 0.0
C 4.187363 2.234102 0.952327 0.1 0.0 0.0
S 2.358155 0.425143 0.054747 -0.1 -0.1 0.0
H 1.357972 5.026700 1.543031 0.0 0.0 0.0
H 2.882420 4.919005 0.668757 0.0 0.0 0.0
H 2.774428 4.344010 2.328426 0.0 0.0 0.0
H 4.431761 3.235622 1.301288 0.0 0.0 0.0
H 4.761617 2.042537 0.042421 0.0 0.0 0.0
H 4.537620 1.515276 1.696953 0.0 0.0 0.0
C -1.031862 2.262628 -4.121596 0.0 0.1 -0.2
S -0.558268 2.699986 -2.468999 0.0 -0.3 0.4
C 0.763387 3.838712 -2.790602 0.1 0.1 -0.2
O 0.202580 1.442295 -2.004688 -0.3 0.3 -0.3
H -1.418949 3.155917 -4.612735 0.0 0.0 0.0
H -1.826318 1.524192 -4.020719 0.0 0.0 0.0
H -0.170044 1.865468 -4.657046 0.0 0.0 0.0
H 0.363487 4.696390 -3.331592 0.0 0.0 0.0
H 1.530634 3.326060 -3.370062 0.0 0.0 0.0
H 1.149904 4.140907 -1.819611 0.0 0.0 0.0
```
Forces are in eV/Å.

***

# 4
Here is a 2-piece molecular cluster, C8H16O overall from the Open Molecules 2025 dataset. Energies are from wB97M-V/def2-TZVPD.

The value obtained for the gap between HOMO and LUMO is 0.3467 hartree. The value obtained for the largest force on an atom is 5.4 eV/A. The calculation puts the HOMO energy at -8.68 eV.

```
25
Properties=species:S:1:pos:R:3:forces:R:3
C -3.096385 -0.307953 -0.590771 -0.7 1.4 -1.0
C -1.804898 -0.916715 -1.137974 1.4 3.5 -0.3
C -0.671411 -0.434276 -0.158320 -2.3 1.4 0.3
C 0.718537 -0.602061 -0.528995 2.2 -1.1 -2.6
C 1.144136 -1.831867 -0.864310 2.6 0.9 0.0
C 1.654771 0.608240 -0.799681 2.4 -4.2 2.3
C 2.503997 0.865805 0.465911 0.3 1.3 -2.0
C 2.132761 0.438742 1.647111 -0.3 -1.7 1.1
H -3.348386 0.632977 -1.199518 0.4 -1.1 1.2
H -3.950002 -0.972500 -0.775163 0.1 0.1 0.4
H -2.977858 -0.036671 0.495452 -0.4 -0.4 -1.1
H -1.957595 -1.924067 -1.313273 0.4 -2.3 0.1
H -1.485184 -0.473780 -2.125960 -0.7 -0.4 0.7
H -0.873803 0.691398 -0.008990 0.2 -1.8 0.1
H -0.847097 -0.988434 0.764396 -0.1 0.4 0.4
H 0.489717 -2.664940 -0.819920 -0.4 -0.8 0.2
H 2.261460 -2.041402 -1.116143 -2.2 0.4 0.3
H 1.125743 1.351584 -1.187823 -2.5 3.8 -0.8
H 2.313117 0.402170 -1.648831 0.2 -0.6 0.3
H 3.479101 1.443223 0.343949 -1.4 -0.7 0.2
H 2.872753 0.609054 2.433105 -0.7 -0.2 0.3
H 1.216263 -0.256143 1.810570 1.9 1.6 -0.1
H 0.312920 2.715282 2.063610 -0.8 -0.1 0.7
H -0.974762 1.744044 2.371165 -2.3 0.3 2.2
O -0.237891 1.948288 1.880414 2.8 0.1 -2.8
```
Forces are in eV/Å.

***

Which value of largest force on an atom does entry 3 give? 1.4 eV/A